{
  "formula": "C28H39N7O2Zr",
  "method": "ωB97M-V with the def2-TZVPD basis set",
  "species": ["Zr", "C", "C", "N", "C", "C", "N", "C", "C", "N", "C", "C", "N", "C", "C", "C", "C", "C", "C", "C", "N", "H", "H", "H", "H", "H", "H", "H", "H", "H", "H", "H", "H", "H", "H", "H", "H", "H", "H", "H", "H", "H", "H", "H", "O", "C", "C", "C", "C", "O", "N", "H", "H", "H", "H", "C", "N", "C", "C", "C", "C", "C", "C", "C", "C", "H", "H", "H", "H", "H", "H", "H", "H", "H", "H", "H", "H"],
  "xyz": [[-1.004, 0.107, 0.673], [-2.243, 2.363, -2.975], [-1.386, 1.817, -1.866], [-1.566, 0.402, -1.476], [-2.229, -1.733, -2.473], [-3.127, -1.965, -1.222], [-2.521, -1.649, 0.101], [-1.518, -2.604, 0.568], [-0.507, -2.882, -0.535], [0.777, -0.769, -0.514], [1.945, -1.176, 0.331], [1.721, -0.763, 1.810], [0.953, 0.463, 1.741], [1.373, 1.679, 1.865], [2.587, 2.105, 2.616], [0.598, 2.626, 1.051], [0.784, 3.962, 0.971], [0.093, 4.686, -0.062], [-0.623, 4.036, -1.003], [-0.769, 2.596, -0.943], [-0.272, 1.974, 0.197], [-2.669, 1.567, -3.584], [-3.082, 2.934, -2.566], [-1.681, 3.016, -3.644], [-2.845, -1.273, -3.249], [-1.881, -2.681, -2.885], [-4.016, -1.338, -1.293], [-3.481, -2.998, -1.226], [-3.282, -1.573, 0.772], [-1.074, -2.201, 1.511], [-1.936, -3.559, 0.898], [0.335, -3.388, -0.067], [-0.903, -3.643, -1.204], [1.082, 0.001, -1.109], [2.134, -2.243, 0.264], [2.830, -0.666, -0.046], [1.134, -1.517, 2.343], [2.676, -0.678, 2.329], [3.047, 1.280, 3.152], [3.320, 2.554, 1.945], [2.307, 2.868, 3.345], [1.459, 4.476, 1.639], [0.199, 5.761, -0.104], [-1.091, 4.577, -1.814], [-4.136, 2.739, -0.052], [-3.848, 2.273, 1.014], [-4.279, 2.742, 2.401], [-3.484, 1.863, 3.381], [-2.722, 0.977, 2.448], [-1.818, 0.116, 2.734], [-2.973, 1.178, 1.167], [-5.357, 2.630, 2.497], [-4.059, 3.804, 2.501], [-4.105, 1.262, 4.045], [-2.791, 2.421, 4.011], [0.690, -5.132, -3.700], [0.853, -4.872, -2.273], [1.353, -6.069, -1.600], [1.745, -3.741, -2.025], [1.080, -2.423, -2.370], [1.377, -1.878, -3.548], [0.667, -0.737, -4.093], [-0.439, -0.297, -3.513], [-1.007, -0.842, -2.225], [0.073, -1.737, -1.407], [0.011, -5.972, -3.832], [1.644, -5.381, -4.188], [0.263, -4.266, -4.203], [2.352, -6.361, -1.952], [0.671, -6.896, -1.786], [1.401, -5.902, -0.522], [2.669, -3.819, -2.618], [2.060, -3.799, -0.982], [2.135, -2.345, -4.166], [1.009, -0.296, -5.019], [-1.003, 0.497, -3.974], [-2.575, 0.270, -1.474]],
  "atomic_forces_ev_per_a": [[-0.2, 0.7, 0.9], [0.0, 0.0, 0.1], [0.0, 0.1, -0.1], [0.1, -0.1, 0.5], [0.0, 0.0, 0.0], [0.0, 0.0, -0.2], [0.1, 0.1, 0.0], [0.1, -0.1, 0.0], [0.0, 0.0, 0.0], [-0.2, 0.0, 0.1], [0.1, 0.0, 0.1], [0.0, -0.1, 0.0], [-0.2, 0.1, -0.2], [0.1, -0.1, 0.0], [0.0, 0.0, 0.0], [0.2, 0.2, 0.1], [0.1, -0.2, 0.1], [-0.1, 0.1, -0.2], [0.1, 0.1, 0.0], [-0.1, -0.2, -0.1], [-0.3, -0.2, 0.0], [0.0, 0.0, 0.0], [0.0, 0.0, 0.0], [0.0, 0.0, 0.0], [0.0, 0.0, 0.0], [0.0, 0.0, 0.0], [0.0, 0.0, 0.0], [0.0, 0.0, 0.0], [0.0, 0.0, 0.0], [0.1, 0.0, -0.2], [-0.1, 0.0, 0.0], [0.0, 0.0, 0.0], [0.0, 0.0, 0.0], [0.0, 0.0, 0.0], [0.0, 0.0, 0.0], [0.0, 0.0, 0.0], [0.0, 0.0, 0.0], [0.0, 0.0, 0.0], [0.0, 0.0, 0.0], [0.0, 0.0, 0.0], [0.0, 0.0, 0.0], [0.0, 0.0, 0.0], [0.0, 0.0, 0.0], [0.0, 0.0, 0.0], [-0.1, -0.1, 0.0], [0.1, 0.2, 0.0], [0.0, -0.1, 0.0], [-0.1, 0.1, -0.1], [0.0, 0.0, 0.0], [0.1, -0.1, -0.2], [0.1, -0.3, -0.2], [0.0, 0.0, 0.0], [0.0, 0.0, 0.0], [0.0, 0.0, 0.0], [0.0, 0.0, 0.0], [0.0, 0.0, 0.0], [0.1, 0.0, 0.0], [-0.1, 0.0, 0.0], [-0.1, 0.0, 0.0], [0.0, 0.1, 0.0], [0.0, -0.1, 0.0], [0.0, 0.1, 0.0], [0.0, 0.0, 0.0], [0.0, -0.1, -0.3], [0.1, -0.2, -0.2], [0.0, 0.0, 0.0], [0.0, 0.0, 0.0], [0.0, 0.0, 0.0], [0.0, 0.0, 0.0], [0.0, 0.0, 0.0], [0.0, 0.0, 0.0], [0.0, 0.0, 0.0], [0.0, 0.0, 0.0], [0.0, 0.0, 0.0], [0.0, 0.0, 0.0], [0.0, 0.0, 0.0], [0.0, 0.1, 0.0]],
  "lowdin_charge": [1.866, -0.031, -0.255, -0.048, -0.074, -0.120, -0.140, -0.191, -0.106, -0.067, -0.099, -0.144, -0.074, -0.226, 0.022, -0.230, 0.028, -0.019, 0.034, -0.234, -0.093, 0.077, 0.088, 0.097, 0.137, 0.132, 0.132, 0.139, 0.135, 0.103, 0.152, 0.114, 0.126, 0.144, 0.107, 0.141, 0.121, 0.125, 0.086, 0.111, 0.110, 0.126, 0.123, 0.127, 0.123, -0.433, -0.044, -0.045, -0.489, -0.113, 0.036, 0.136, 0.135, 0.141, 0.139, -0.077, -0.274, -0.081, -0.183, -0.134, -0.017, -0.021, -0.017, -0.289, -0.282, 0.093, 0.100, 0.077, 0.099, 0.092, 0.084, 0.136, 0.098, 0.130, 0.125, 0.102, 0.108],
  "gap_ev": 6.33,
  "total_charge": 2,
  "e_homo_ha": -0.4677,
  "relative_energy_kcal_mol": 52.3
}